{
  "formula": "C5H13NO4S",
  "method": "ωB97M-V/def2-TZVPD",
  "symbols": ["C", "C", "C", "C", "C", "N", "O", "O", "O", "O", "S", "H", "H", "H", "H", "H", "H", "H", "H", "H", "H", "H", "H", "H"],
  "positions_angstrom": [[-1.821, -1.282, 0.214], [1.109, -0.525, 0.592], [-0.569, 1.005, 1.536], [0.554, 1.476, -0.569], [-1.095, -0.392, -0.363], [-0.068, 0.395, 0.332], [-0.200, -0.125, -3.215], [0.121, -1.960, -1.685], [0.606, -2.282, -4.011], [1.975, -0.676, -2.567], [0.673, -1.220, -2.795], [-1.632, -1.808, 1.122], [-2.504, -1.862, -0.518], [-1.033, -0.383, -1.407], [0.931, -1.603, 0.442], [1.729, -0.476, -0.295], [1.576, -0.358, 1.554], [0.208, 1.658, 1.892], [-1.491, 1.522, 1.308], [-0.819, 0.318, 2.333], [-0.239, 2.196, -0.646], [1.548, 1.760, -0.126], [0.829, 0.921, -1.473], [0.333, -2.995, -3.433]],
  "e_homo_ev": -9.13,
  "max_force_ha_per_bohr": 0.0731,
  "e_above_lowest_kj_mol": 288.6,
  "e_tot_ha": -952.0961,
  "homo_lumo_gap_ev": 9.47
}